The following is a DFT calculation (ωB97M-V/def2-TZVPD) of a molecular structure, C41H32F5N3O2PbS3Te.

Output
Multiplicity ... 1

The geometry in XYZ format:
```
88
Properties=species:S:1:pos:R:3:forces:R:3:lowdin_charge:R:1
Pb 1.2919 -0.2197 1.1560 -0.03 -0.02 0.03 0.925
C -3.9868 -1.7289 -4.8041 0.01 0.00 0.00 -0.033
C -3.3891 -0.9050 -3.6972 -0.01 0.01 -0.01 -0.236
C -3.5604 0.4730 -3.6473 0.00 0.00 -0.01 0.029
C -2.9679 1.2411 -2.6525 -0.02 -0.01 0.00 -0.077
C -3.0962 2.7390 -2.6605 0.00 0.03 -0.05 -0.285
O -2.1160 3.4400 -2.7672 -0.01 -0.02 0.01 0.117
C -4.4692 3.3180 -2.5594 0.01 0.00 0.02 -0.142
C -4.6482 4.6621 -2.8798 0.00 0.00 0.00 -0.011
C -5.9002 5.2402 -2.7720 0.00 -0.01 0.00 -0.069
C -6.9788 4.4824 -2.3303 0.00 0.00 0.00 -0.078
C -6.8039 3.1471 -1.9988 -0.01 0.00 0.00 -0.073
C -5.5517 2.5621 -2.1181 0.00 -0.01 0.00 -0.021
C -2.2306 0.6171 -1.6559 0.04 -0.02 0.01 -0.259
O -1.7099 1.3852 -0.6413 -0.01 -0.05 0.03 -0.357
C -2.0894 -0.7707 -1.6514 0.04 0.02 -0.02 -0.102
C -2.6433 -1.5078 -2.6912 -0.03 0.01 0.01 0.033
C -1.3110 -1.4668 -0.5849 0.07 -0.07 -0.09 -0.265
N -1.5462 -1.4061 0.6635 -0.02 -0.03 0.02 0.064
C -2.7185 -0.7098 1.1606 0.02 0.05 0.02 -0.321
C -3.1997 -1.3427 2.4506 -0.03 0.01 0.08 -0.489
Te -3.5800 -3.4501 2.2877 0.00 0.02 0.01 1.241
C -4.6169 -3.3106 0.4563 0.02 -0.01 0.01 -0.576
C -5.6869 -2.4309 0.3131 0.01 0.01 0.01 -0.147
C -6.3711 -2.3500 -0.8908 -0.01 0.01 0.00 -0.081
C -6.0142 -3.1704 -1.9522 0.01 -0.01 0.01 -0.101
C -4.9574 -4.0568 -1.8111 0.00 -0.01 0.01 -0.103
C -4.2502 -4.1169 -0.6164 0.00 0.01 0.00 -0.156
C -0.1419 -2.2748 -1.0353 -0.02 0.06 0.03 -0.238
C 0.2523 -3.3868 -0.2933 -0.02 0.01 0.02 -0.052
C 1.4019 -4.0793 -0.6361 0.01 -0.01 -0.02 -0.062
C 2.1690 -3.6656 -1.7194 -0.03 -0.01 -0.01 -0.075
C 1.7737 -2.5673 -2.4693 -0.04 -0.01 0.01 -0.061
C 0.6164 -1.8783 -2.1341 0.01 -0.01 -0.02 -0.031
H -4.5273 -1.1039 -5.5135 0.00 0.00 0.00 0.079
H -4.6803 -2.4704 -4.4050 0.00 0.00 0.00 0.060
H -3.2107 -2.2669 -5.3506 0.00 0.00 -0.01 0.087
H -4.1504 0.9677 -4.4114 0.00 0.00 0.00 0.133
H -3.7914 5.2344 -3.2091 0.00 0.00 0.00 0.119
H -6.0394 6.2821 -3.0276 0.00 0.01 0.00 0.105
H -7.9572 4.9365 -2.2417 0.00 0.00 0.00 0.104
H -7.6426 2.5616 -1.6457 0.00 0.00 0.00 0.103
H -5.4135 1.5210 -1.8540 0.00 0.01 -0.01 0.114
H -2.5003 -2.5825 -2.7011 0.01 0.00 0.00 0.132
H -3.5212 -0.6902 0.4169 -0.02 0.00 -0.02 0.107
H -2.4358 0.3233 1.3753 0.01 0.02 0.01 0.085
H -4.1045 -0.8497 2.8002 -0.02 -0.02 0.00 0.048
H -2.4448 -1.2479 3.2330 0.00 -0.01 -0.02 0.025
H -5.9940 -1.8114 1.1471 0.00 0.00 0.00 0.099
H -7.1992 -1.6597 -0.9929 0.00 0.00 0.00 0.103
H -6.5642 -3.1206 -2.8831 -0.01 0.00 -0.01 0.101
H -4.6737 -4.7008 -2.6346 0.00 0.00 -0.01 0.107
H -3.4090 -4.7927 -0.5210 0.01 -0.01 0.00 0.091
H -0.3554 -3.6881 0.5522 0.00 -0.01 0.00 0.096
H 1.7024 -4.9470 -0.0629 0.00 0.00 0.01 0.108
H 3.0687 -4.2060 -1.9833 0.03 0.00 0.00 0.110
H 2.3636 -2.2458 -3.3178 0.00 -0.01 -0.01 0.110
H 0.3143 -1.0168 -2.7176 -0.01 0.01 0.00 0.122
S -0.0795 1.4013 2.6595 0.03 0.02 -0.02 0.505
C 0.0089 2.9129 1.7549 -0.02 0.01 0.05 -0.676
C 0.0309 4.1004 2.4927 0.00 -0.02 0.00 -0.121
C 0.0549 5.3360 1.8717 0.00 0.00 0.01 -0.073
C 0.0559 5.4382 0.4866 0.01 0.01 -0.01 -0.077
C 0.0332 4.2819 -0.2681 0.00 -0.01 -0.01 -0.091
C 0.0135 3.0333 0.3544 -0.01 0.00 -0.07 -0.531
S -0.0242 1.6406 -0.7085 -0.08 0.08 0.01 0.952
H 0.0363 4.0347 3.5723 0.00 0.00 0.01 0.097
H 0.0782 6.2316 2.4794 0.00 0.01 0.01 0.106
H 0.0775 6.4049 0.0029 0.00 0.01 0.00 0.104
H 0.0215 4.3209 -1.3490 0.00 0.00 0.00 0.101
F 5.4254 -2.5075 -3.0435 -0.01 0.00 0.01 0.120
C 4.9776 -1.5833 -2.1894 0.02 0.02 0.02 -0.165
C 4.5778 -0.3415 -2.6504 0.00 -0.01 -0.02 -0.154
F 4.6562 -0.0698 -3.9560 0.00 0.00 0.01 0.121
C 4.0683 0.5943 -1.7690 -0.01 0.02 0.00 -0.242
F 3.6702 1.7634 -2.2744 0.01 -0.02 0.02 0.089
C 3.9483 0.3460 -0.4013 0.02 0.04 -0.02 -0.601
S 3.2597 1.5367 0.6995 -0.01 -0.10 -0.01 0.552
C 4.3706 -0.9136 0.0207 -0.02 -0.03 0.04 -0.282
F 4.2716 -1.2550 1.3193 0.03 0.02 -0.03 0.033
C 4.8696 -1.8706 -0.8430 0.02 0.02 0.00 -0.163
F 5.2237 -3.0765 -0.3871 0.01 0.01 -0.01 0.115
N 0.0635 -2.1112 3.6918 0.04 -0.01 -0.13 -0.044
N 1.3908 -1.6052 3.5033 0.04 -0.05 0.05 -0.163
H 0.0838 -3.0512 4.0725 0.01 0.04 0.03 0.074
H -0.3876 -2.1571 2.7790 0.03 0.00 0.02 0.002
H 2.0697 -2.3452 3.3510 0.00 0.03 0.03 0.077
H 1.6675 -1.0713 4.3185 -0.10 -0.03 0.02 0.080
```
Positions in Å, forces in eV/Å.



The following is a DFT calculation (ωB97M-V/def2-TZVPD) of a molecular structure, C2H3FI2O at a distorted geometry.

Output
Multiplicity ... 1

The geometry in XYZ format:
```
9
Properties=species:S:1:pos:R:3:forces:R:3:lowdin_charge:R:1
C 0.3154 0.8992 0.0931 -0.90 -2.95 -0.69 -0.183
C -0.6772 -0.8441 -0.0603 1.69 3.60 2.00 -1.360
O 1.7094 0.6692 -0.0233 -2.14 0.44 0.76 -0.076
F -0.3950 -1.3801 -1.1988 0.60 -1.10 -2.04 -0.127
I 0.0611 -2.1002 1.5618 -0.13 0.32 -0.38 0.729
I -2.7561 -0.4975 0.0715 -0.29 0.18 0.10 0.771
H -0.0302 1.0171 1.1032 0.56 0.49 0.48 0.053
H -0.1542 1.6468 -0.5990 0.54 -0.96 0.32 0.107
H 1.9268 0.5896 -0.9480 0.08 -0.02 -0.54 0.085
```
Positions in Å, forces in eV/Å.



Calculated lowest unoccupied orbital energy, -0.112, -0.237 eV (same order as the records).
Calculated energy relative to the best compared isomer or geometry (same formula, charge and spin), 0.0, 61.0 kJ/mol (same order as the records).
Calculated frontier orbital gap, 0.28305, 0.33043 Ha (same order as the records).